[1]
ORCA calculation (wB97M-V/def2-TZVPD) on 2 unconnected molecules or ions with the total composition C4H13NO at a distorted geometry.

The spin multiplicity is 1. For the orbital gap, the calculation gives 9.51 eV. The HOMO energy comes out at -8.5506 eV. The calculation puts the energy relative to the best compared isomer or geometry (same formula, charge and spin) at 20.62 kcal per mole.

Each atom is followed by the atoms it is bonded to, with distances in Å.
Element x y z (Å)
1 C 1.0120 0.3012 1.6218  C2 1.523, H6 1.089, H7 1.089, H8 1.090
2 C -0.1898 0.6484 0.7537  C1 1.523, N3 1.468, H9 1.109, H10 1.089
3 N -0.1035 0.1353 -0.6186  C2 1.468, C4 1.460, C5 1.447
4 C -1.3899 0.2121 -1.3054  N3 1.460, H11 1.096, H12 1.089, H13 1.090
5 C 1.0514 0.6046 -1.3543  N3 1.447, H14 1.095, H15 1.083, H16 1.094
6 H 1.8660 -0.0307 1.0323  C1 1.089
7 H 1.3750 1.1408 2.2125  C1 1.089
8 H 0.7607 -0.5398 2.2678  C1 1.090
9 H -0.4530 1.7259 0.7770  C2 1.109
10 H -1.1035 0.2397 1.1834  C2 1.089
11 H -1.5463 1.1916 -1.7712  C4 1.096
12 H -2.1802 0.0496 -0.5738  C4 1.089
13 H -1.4521 -0.6070 -2.0223  C4 1.090
14 H 0.7942 1.3487 -2.1159  C5 1.095
15 H 1.7800 1.0515 -0.6896  C5 1.083
16 H 1.5496 -0.2333 -1.8507  C5 1.094
17 H -0.7984 -1.8104 0.3686  O19 0.980
18 H -0.0591 -2.9590 0.9993  O19 0.988
19 O -0.9130 -2.4691 1.0851  H17 0.980, H18 0.988



[2]
ORCA calculation (wB97M-V/def2-TZVPD) on 5 unconnected molecules or ions with the total composition C39H58IN3O20S6 at a distorted geometry.

The spin multiplicity is 1. For the orbital gap, the calculation gives 8.23 eV. The HOMO energy comes out at -7.9900 eV. The calculation puts the energy relative to the best compared isomer or geometry (same formula, charge and spin) at 0.00 kcal per mole.

Each atom is followed by the atoms it is bonded to, with distances in Å.
Element x y z (Å)
1 C -1.1088 -1.7958 -4.7614  O2 1.417, H42 1.089, H43 1.100, H44 1.103
2 O -0.6426 -2.8154 -3.8941  C1 1.417, C3 1.412
3 C 0.6430 -2.5099 -3.3967  O2 1.412, C4 1.534, H45 1.106, H46 1.103
4 C 1.0890 -3.4961 -2.3098  C3 1.534, C5 1.559, H47 1.096, H48 1.099
5 C 0.0323 -3.5640 -1.1651  C4 1.559, C6 1.570, H49 1.098, H50 1.096
6 C 0.5889 -3.0691 0.2168  C5 1.570, C7 1.528, H51 1.100, H52 1.098
7 C -0.4931 -2.4000 1.0630  C6 1.528, C8 1.384, C18 1.404
8 C -1.7915 -2.8433 0.8786  C7 1.384, C9 1.380, H53 1.088
9 C -2.8732 -2.3255 1.5613  C8 1.380, C10 1.518, C13 1.373
10 C -4.2610 -2.8936 1.3247  C9 1.518, O11 1.413, H54 1.097, H55 1.102
11 O -4.8733 -3.3856 2.4991  C10 1.413, C12 1.418
12 C -4.5406 -4.7335 2.7872  O11 1.418, H56 1.099, H57 1.101, H58 1.100
13 C -2.6132 -1.2983 2.4337  C9 1.373, O14 1.422, C17 1.368
14 O -3.7086 -0.7294 3.1403  C13 1.422, C15 1.309
15 C -3.9041 -1.3489 4.2767  O14 1.309, N16 1.174
16 N -4.0407 -1.7155 5.3840  C15 1.174
17 C -1.3366 -0.8491 2.6354  C13 1.368, C18 1.392, S41 1.789
18 C -0.2231 -1.3804 1.9905  C7 1.404, C17 1.392, N19 1.417
19 N 1.0944 -0.9249 2.2443  C18 1.417, C20 1.476, C28 1.419
20 C 1.8225 -0.2631 1.1434  N19 1.476, C21 1.536, H59 1.101, H60 1.100
21 C 1.0096 0.3186 -0.0234  C20 1.536, C22 1.573, H61 1.099, H62 1.095
22 C 1.9403 0.2450 -1.2895  C21 1.573, C23 1.545, H63 1.099, H64 1.094
23 C 1.7355 1.4070 -2.2873  C22 1.545, N24 1.478, H65 1.099, H66 1.100
24 N 2.8824 2.3348 -2.1886  C23 1.478, C25 1.445, H67 1.017
25 C 2.7628 3.2490 -1.0764  N24 1.445, C26 1.544, O27 1.208
26 C 1.5397 4.1899 -1.0328  C25 1.544, H68 1.093, H69 1.099, H70 1.098
27 O 3.5904 3.3181 -0.1986  C25 1.208
28 C 1.3759 -0.4454 3.5493  N19 1.419, C29 1.406, C40 1.378
29 C 2.6592 -0.6963 4.0665  C28 1.406, S30 1.787, C31 1.387
30 S 3.9150 -1.5972 3.1687  C29 1.787, H71 1.356
31 C 3.0278 -0.2593 5.3302  C29 1.387, C32 1.522, C37 1.385
32 C 4.4187 -0.4813 5.9077  C31 1.522, C33 1.567, H72 1.096, H73 1.100
33 C 4.5076 -1.6194 6.9806  C32 1.567, C34 1.546, H74 1.099, H75 1.099
34 C 5.1869 -1.0718 8.2562  C33 1.546, C35 1.554, C36 1.544, H76 1.105
35 C 4.3032 -0.0453 9.0175  C34 1.554, H77 1.096, H78 1.096, H79 1.098
36 C 5.6689 -2.1732 9.2243  C34 1.544, H80 1.100, H81 1.096, H82 1.098
37 C 2.1173 0.4098 6.1304  C31 1.385, C38 1.378, H83 1.085
38 C 0.8476 0.6435 5.6497  C37 1.378, I39 2.113, C40 1.375
39 I -0.5176 1.6392 6.9180  C38 2.113
40 C 0.5057 0.2162 4.3878  C28 1.378, C38 1.375, S41 1.784
41 S -1.1512 0.5040 3.7911  C17 1.789, C40 1.784
42 H -0.3281 -1.0801 -5.0159  C1 1.089
43 H -1.5226 -2.1979 -5.6981  C1 1.100
44 H -1.9179 -1.2168 -4.2849  C1 1.103
45 H 1.3644 -2.5696 -4.2335  C3 1.106
46 H 0.6572 -1.4805 -3.0000  C3 1.103
47 H 2.0533 -3.2098 -1.8734  C4 1.096
48 H 1.1515 -4.4878 -2.7797  C4 1.099
49 H -0.2779 -4.6051 -1.0030  C5 1.098
50 H -0.8163 -2.9459 -1.4796  C5 1.096
51 H 1.0916 -3.8846 0.7583  C6 1.100
52 H 1.3898 -2.3631 -0.0395  C6 1.098
53 H -2.0230 -3.6525 0.1890  C8 1.088
54 H -4.2273 -3.6745 0.5547  C10 1.097
55 H -4.9115 -2.0963 0.9315  C10 1.102
56 H -4.1374 -5.2872 1.9284  C12 1.099
57 H -3.8536 -4.8267 3.6422  C12 1.101
58 H -5.4719 -5.2413 3.0797  C12 1.100
59 H 2.5589 -0.9645 0.7205  C20 1.101
60 H 2.4364 0.5436 1.5693  C20 1.100
61 H 0.8251 1.3929 0.1146  C21 1.099
62 H 0.0997 -0.2240 -0.2990  C21 1.095
63 H 2.9737 0.3013 -0.9189  C22 1.099
64 H 1.8409 -0.7296 -1.7769  C22 1.094
65 H 0.7560 1.8975 -2.2006  C23 1.099
66 H 1.8022 0.9764 -3.2975  C23 1.100
67 H 2.9746 2.8887 -3.0368  N24 1.017
68 H 1.5360 4.8312 -0.1477  C26 1.093
69 H 1.5413 4.7790 -1.9601  C26 1.099
70 H 0.6347 3.5736 -0.9509  C26 1.098
71 H 3.1315 -2.3117 2.3238  S30 1.356
72 H 5.1780 -0.6695 5.1400  C32 1.096
73 H 4.7177 0.4681 6.3748  C32 1.100
74 H 5.1262 -2.4236 6.5575  C33 1.099
75 H 3.5048 -2.0260 7.1719  C33 1.099
76 H 6.0665 -0.4999 7.9105  C34 1.105
77 H 4.8815 0.2850 9.8883  C35 1.096
78 H 4.1011 0.8454 8.4112  C35 1.096
79 H 3.3587 -0.5305 9.2988  C35 1.098
80 H 5.9007 -1.6894 10.1847  C36 1.100
81 H 4.8840 -2.9258 9.3615  C36 1.096
82 H 6.6171 -2.6167 8.8935  C36 1.098
83 H 2.3678 0.7494 7.1303  C37 1.085
84 C 0.6397 2.0283 -8.0523  C85 1.515, O90 1.431, H91 1.092, H92 1.087
85 C -0.0402 0.8245 -8.6716  C84 1.515, O86 1.434, H93 1.087, H94 1.092
86 O -0.7320 0.1998 -7.5816  C85 1.434, S87 1.607
87 S -1.2127 1.3296 -6.5441  O86 1.607, O88 1.416, O89 1.419, O90 1.603
88 O -2.5680 1.6389 -6.8139  S87 1.416
89 O -0.7555 0.9731 -5.2490  S87 1.419
90 O -0.3014 2.5273 -7.0962  C84 1.431, S87 1.603
91 H 1.5494 1.7427 -7.5199  C84 1.092
92 H 0.8771 2.7946 -8.7857  C84 1.087
93 H 0.6656 0.1323 -9.1231  C85 1.087
94 H -0.7809 1.1251 -9.4159  C85 1.092
95 C -4.2783 3.6618 2.2448  C96 1.512, O101 1.434, H102 1.092, H103 1.087
96 C -3.9938 2.3525 1.5438  C95 1.512, O97 1.434, H104 1.087, H105 1.089
97 O -3.7224 2.7207 0.1842  C96 1.434, S98 1.604
98 S -3.0164 4.1611 0.1546  O97 1.604, O99 1.420, O100 1.416, O101 1.606
99 O -1.6120 3.9779 0.0530  S98 1.420
100 O -3.7333 4.9935 -0.7389  S98 1.416
101 O -3.3578 4.5947 1.6628  C95 1.434, S98 1.606
102 H -5.2933 4.0104 2.0421  C95 1.092
103 H -4.1257 3.5980 3.3194  C95 1.087
104 H -4.8309 1.6609 1.5929  C96 1.087
105 H -3.1030 1.8745 1.9492  C96 1.089
106 C 3.3324 7.8192 -4.9029  C107 1.513, O112 1.433, H113 1.092, H114 1.087
107 C 2.1801 7.2209 -4.1263  C106 1.513, O108 1.432, H115 1.087, H116 1.093
108 O 1.2747 6.7437 -5.1274  C107 1.432, S109 1.606
109 S 2.1096 6.2552 -6.4099  O108 1.606, O110 1.420, O111 1.415, O112 1.607
110 O 2.2757 4.8473 -6.3359  S109 1.420
111 O 1.5821 6.8926 -7.5582  S109 1.415
112 O 3.5096 6.9445 -6.0237  C106 1.433, S109 1.607
113 H 3.0844 8.8138 -5.2795  C106 1.092
114 H 4.2453 7.8736 -4.3151  C106 1.087
115 H 1.6911 7.9467 -3.4821  C107 1.087
116 H 2.5053 6.3658 -3.5291  C107 1.093
117 C -4.8942 -3.7207 -3.4104  C118 1.514, O123 1.433, H124 1.092, H125 1.087
118 C -5.8798 -4.6991 -4.0145  C117 1.514, O119 1.433, H126 1.087, H127 1.092
119 O -6.3707 -5.4535 -2.8990  C118 1.433, S120 1.606
120 S -6.4094 -4.5138 -1.5970  O119 1.606, O121 1.416, O122 1.418, O123 1.608
121 O -7.7238 -4.0135 -1.4359  S120 1.416
122 O -5.7115 -5.1734 -0.5535  S120 1.418
123 O -5.4863 -3.3271 -2.1661  C117 1.433, S120 1.608
124 H -3.9363 -4.2005 -3.1973  C117 1.092
125 H -4.7295 -2.8523 -4.0435  C117 1.087
126 H -5.4189 -5.3563 -4.7470  C118 1.087
127 H -6.7255 -4.1810 -4.4724  C118 1.092



[3]
ORCA calculation (wB97M-V/def2-TZVPD) on 2 unconnected molecules or ions with the total composition C13H25BF3N2O5S at a distorted geometry.

The charge is +1. The spin multiplicity is 1. For the orbital gap, the calculation gives 8.66 eV. The HOMO energy comes out at -12.7349 eV. The calculation puts the energy relative to the best compared isomer or geometry (same formula, charge and spin) at 24.02 kcal per mole.

Each atom is followed by the atoms it is bonded to, with distances in Å.
Element x y z (Å)
1 C 0.1889 3.8543 5.0574  N2 1.474, H19 1.084, H20 1.083, H21 1.079
2 N -0.8289 3.4040 4.0902  C1 1.474, C3 1.489, B4 1.417
3 C -1.9195 4.3966 3.8877  N2 1.489, H22 1.082, H23 1.083, H24 1.078
4 B -0.2461 2.9766 2.8714  N2 1.417, O5 1.341, C6 1.619
5 O 0.8956 3.4577 2.3592  B4 1.341, H25 0.971
6 C -1.1127 1.8506 2.0948  B4 1.619, N7 1.280, S18 1.724
7 N -1.4642 0.8069 2.7469  C6 1.280, C8 1.464, H26 1.012
8 C -2.2574 -0.1694 1.9974  N7 1.464, C9 1.513, C17 1.511, H27 1.090
9 C -1.6581 -1.5373 1.7536  C8 1.513, C10 1.529, H28 1.081, H29 1.082
10 C -0.7902 -1.6473 0.4992  C9 1.529, O11 1.421, H30 1.084, H31 1.084
11 O 0.5709 -1.5779 0.9025  C10 1.421, C12 1.416
12 C 1.3643 -0.6513 0.1838  O11 1.416, C13 1.504, H32 1.082, H33 1.085
13 C 2.2818 0.0025 1.1807  C12 1.504, F14 1.343, F15 1.306, F16 1.302
14 F 1.5975 0.7168 2.0895  C13 1.343
15 F 3.1191 0.8069 0.5825  C13 1.306
16 F 2.9623 -0.8913 1.8399  C13 1.302
17 C -2.9387 0.6137 0.8991  C8 1.511, S18 1.856, H34 1.076, H35 1.072
18 S -1.6434 1.8663 0.4545  C6 1.724, C17 1.856
19 H 0.5624 4.8558 4.8759  C1 1.084
20 H -0.2749 3.8653 6.0362  C1 1.083
21 H 0.9758 3.1178 5.1176  C1 1.079
22 H -1.9515 4.8102 2.8879  C3 1.082
23 H -2.8718 3.9096 4.0598  C3 1.083
24 H -1.8278 5.1998 4.6012  C3 1.078
25 H 1.5596 2.7781 2.1575  O5 0.971
26 H -1.2383 0.6377 3.7192  N7 1.012
27 H -3.0980 -0.3915 2.6553  C8 1.090
28 H -2.4870 -2.2214 1.6402  C9 1.081
29 H -1.0865 -1.9033 2.5964  C9 1.082
30 H -1.0552 -0.9131 -0.2533  C10 1.084
31 H -0.9498 -2.6282 0.0663  C10 1.084
32 H 1.9854 -1.1918 -0.5185  C12 1.082
33 H 0.7929 0.1365 -0.2949  C12 1.085
34 H -3.6314 1.2386 1.4349  C17 1.076
35 H -3.3673 0.0582 0.0883  C17 1.072
36 C 2.7864 -1.9609 -6.8257  C37 1.514, H43 1.090, H44 1.089, H45 1.090
37 C 1.2736 -1.9951 -6.7935  C36 1.514, O38 1.438, H46 1.088, H47 1.089
38 O 0.7899 -3.0526 -5.9471  C37 1.438, C39 1.326
39 C 0.7975 -2.8023 -4.6454  O38 1.326, O40 1.208, O41 1.339
40 O 1.1456 -1.7769 -4.1106  C39 1.208
41 O 0.3452 -3.8894 -4.0082  C39 1.339, C42 1.422
42 C 0.3644 -3.7709 -2.5909  O41 1.422, H48 1.089, H49 1.090, H50 1.087
43 H 3.1835 -2.9380 -7.1023  C36 1.090
44 H 3.1350 -1.2212 -7.5456  C36 1.089
45 H 3.1935 -1.7075 -5.8472  C36 1.090
46 H 0.8839 -2.2099 -7.7863  C37 1.088
47 H 0.8569 -1.0395 -6.4771  C37 1.089
48 H -0.1492 -2.8651 -2.2707  C42 1.089
49 H 1.3912 -3.7726 -2.2253  C42 1.090
50 H -0.1554 -4.6347 -2.1847  C42 1.087